57
Properties=species:S:1:pos:R:3:forces:R:3 method="wB97M-V/def2-TZVPD" charge=+4 e_lumo_ev="-17.37 / -16.49" spin_multiplicity=3 homo_lumo_gap_ev="4.36 / 5.23" e_above_lowest_kj_mol=0.0 s2=2.3326
N 1.2907 -1.5758 -2.9822 -0.27 0.76 -1.19
C 1.0485 -1.2540 -4.0721 0.33 -0.17 1.45
C 0.7088 -0.7414 -5.3836 -0.05 0.09 -0.57
H 1.3995 -1.1009 -6.1510 -0.02 -0.05 0.16
H 0.7564 0.3530 -5.3786 0.02 -0.19 0.01
H -0.3025 -1.0471 -5.6597 0.08 -0.03 0.02
N -1.4869 3.6355 0.5122 -0.35 0.11 0.20
C -2.2736 4.4322 0.8238 0.25 -0.36 -0.34
C -3.2449 5.4415 1.1496 -0.02 0.04 0.10
H -3.3052 6.1579 0.3162 0.03 -0.08 0.17
H -2.9361 5.9506 2.0737 -0.06 -0.01 -0.14
H -4.2288 4.9801 1.3014 0.09 -0.01 -0.01
N 2.6007 -0.7080 2.0478 0.75 1.22 0.81
C 3.3213 -0.4496 2.9208 -0.67 -0.55 -1.07
C 4.2513 -0.1946 3.9943 0.37 0.10 0.45
H 3.7398 -0.3209 4.9573 0.19 0.06 -0.19
H 4.6466 0.8277 3.9133 -0.08 -0.31 0.09
H 5.0863 -0.9068 3.9329 -0.22 0.19 0.02
W 0.0717 2.3212 -0.0934 -7.51 -2.94 3.64
C -0.2665 1.1558 1.6362 -0.51 -2.87 5.75
O -0.4161 0.5859 2.6467 0.62 2.73 -4.78
C -1.2967 1.0705 -1.0919 -4.37 -2.93 -4.12
O -2.0686 0.4805 -1.7550 3.82 2.93 3.36
C 0.9668 2.9301 -1.9605 0.28 0.66 -1.84
C 1.6797 1.8530 -1.4139 1.98 -0.90 -1.18
C 2.1839 1.9406 -0.1058 2.17 -0.75 -0.71
C 1.9927 3.1147 0.6255 1.52 0.74 1.71
C 1.2029 4.1575 0.1288 1.38 2.01 -0.20
C 0.7001 4.0722 -1.1864 0.78 1.89 -1.28
H 0.5875 2.8434 -2.9683 -0.05 0.16 -0.15
H 1.8150 0.9381 -1.9927 0.00 0.02 0.03
H 2.7068 1.0927 0.3310 0.01 -0.03 0.11
H 2.4548 3.1945 1.6142 -0.30 0.01 -0.20
H 1.0194 5.0514 0.7314 0.00 -0.35 -0.10
H 0.1041 4.8893 -1.6008 0.12 -0.29 0.07
C -3.4100 -1.7213 0.7791 -0.38 -0.03 -0.13
C -2.0706 -2.1943 1.3219 -0.84 2.67 0.53
P -0.6405 -1.6721 0.2705 -0.21 -6.40 0.72
C 0.7178 -2.5959 1.1339 1.51 2.63 0.42
C 0.6448 -4.0979 1.3381 -0.96 -1.09 -0.62
C -0.8861 -2.7413 -1.2358 0.60 1.97 -1.86
C -1.5455 -4.1060 -1.1062 -0.70 -0.67 1.21
H -3.5035 -0.6305 0.8188 -0.02 -0.12 0.12
H -4.2218 -2.1405 1.3854 0.11 0.09 -0.15
H -3.5742 -2.0235 -0.2621 0.00 -0.06 0.22
H -1.8851 -1.7696 2.3159 -0.12 -0.24 0.01
H -2.0338 -3.2832 1.4181 0.64 -0.08 -0.42
H 1.6173 -2.3214 0.5648 -0.05 -0.26 0.29
H 0.8268 -2.0763 2.0954 -0.01 -0.24 -0.25
H 0.8608 -4.6407 0.4138 0.00 0.08 0.22
H 1.4071 -4.3886 2.0711 0.05 0.44 -0.07
H -0.3187 -4.4373 1.7291 0.21 0.00 -0.01
H -1.4632 -2.1099 -1.9281 0.06 -0.36 -0.20
H 0.1159 -2.8163 -1.6901 -0.32 0.18 0.27
H -2.5369 -4.0703 -0.6388 0.19 -0.07 -0.22
H -1.6825 -4.5211 -2.1132 0.14 0.40 -0.01
H -0.9279 -4.8125 -0.5429 -0.20 0.26 -0.18

57
Properties=species:S:1:pos:R:3:forces:R:3 method="wB97M-V/def2-TZVPD" charge=+1 e_lumo_ev=-3.13 spin_multiplicity=1 homo_lumo_gap_ev=7.45 e_above_lowest_kj_mol=1250.0
C -5.3630 -2.2967 -1.0308 2.73 -0.81 -1.24
C -5.5734 -1.8100 0.2826 -1.12 5.26 -0.38
N -4.4757 -0.8643 0.8009 -4.84 -3.38 0.78
C -5.2225 0.0278 1.8149 10.65 -8.56 7.26
C -5.7859 1.0480 1.3102 -8.27 9.32 -6.70
C -3.4268 -1.7941 1.2698 -1.61 -1.26 1.56
C -2.1302 -1.2016 0.9813 0.98 4.83 6.78
C -1.7539 -0.8451 -0.4627 4.67 -1.72 4.37
N -1.6055 0.5596 -0.8177 6.17 -5.83 3.09
C -2.6100 1.1663 -1.1531 -8.45 9.33 -3.58
C -2.6221 2.6755 -1.8264 12.07 -7.26 1.69
O -3.8193 0.8755 -1.0343 0.34 -2.49 0.30
C -0.3207 0.9756 -0.4845 5.06 0.91 -0.59
N 0.7652 0.0356 -0.3535 -4.22 5.49 0.11
C 1.8877 0.7824 -0.1639 -2.93 7.94 -1.78
C 3.0064 0.1347 0.1264 7.82 -5.96 -0.21
C 3.0687 -1.2020 -0.3033 -3.71 -3.40 0.47
C 4.1119 -2.0888 -0.0091 1.02 0.34 -3.81
O 4.1868 -3.5306 -0.4795 6.41 7.38 4.32
C 3.1255 -3.8622 -1.0163 -8.25 -8.27 -3.47
C 5.3412 -1.4178 0.1023 3.15 -9.27 3.43
C 5.4876 -0.2307 0.6709 -1.02 1.19 -0.75
C 4.3173 0.3999 0.4972 -2.31 9.44 1.79
O 4.3411 2.0715 0.7873 -3.12 -5.66 -0.57
C 5.3722 2.4270 1.5379 4.52 4.62 -3.66
C 1.9368 2.3065 -0.3871 -13.68 -13.97 0.28
S 0.1881 2.7453 -0.4912 1.42 -3.13 -0.21
H -5.0900 -1.5249 -1.6580 0.08 1.76 -1.84
H -6.2333 -2.7323 -1.2977 -2.84 -1.36 -1.49
H -4.5929 -3.0425 -1.2044 0.26 -0.30 0.57
H -5.7111 -2.5720 0.8734 -0.19 -3.92 4.04
H -6.5647 -1.2788 0.3444 1.07 -0.09 -0.30
H -4.2596 -0.2924 -0.0310 0.87 0.84 -0.26
H -5.8268 -0.5438 2.6629 1.39 0.61 -2.17
H -4.2169 0.4252 2.3469 -1.98 -0.93 -0.21
H -6.8350 0.6785 1.0156 0.90 1.24 -0.17
H -5.9711 1.7073 2.1378 -0.36 0.84 0.13
H -5.3913 1.6796 0.3930 -0.31 -1.61 2.09
H -3.5407 -2.7294 0.7504 -0.21 -0.39 -0.67
H -3.6933 -2.1659 2.3715 0.98 1.46 -2.03
H -1.4461 -1.6700 1.7238 0.49 -0.04 -1.43
H -2.2995 -0.1655 1.7653 0.92 -2.03 -2.49
H -0.6934 -1.4284 -0.3547 -2.70 1.44 -2.22
H -2.6156 -1.2242 -0.7745 -2.69 -1.84 -3.82
H -1.6832 2.4496 -2.5577 -2.41 1.68 1.06
H -3.4357 2.9204 -2.1743 -8.34 1.74 -3.91
H -2.3373 3.2946 -1.0679 1.01 2.06 1.77
H 2.0345 -1.5635 -0.6704 2.18 0.04 0.42
H 2.8431 -3.5889 -2.1778 0.29 0.42 3.02
H 2.2243 -4.0074 -0.1075 1.47 0.95 -3.03
H 3.3397 -5.0595 -1.2130 -0.95 2.39 0.24
H 6.1773 -2.3561 0.4592 -1.76 3.02 -1.76
H 6.3557 0.1739 1.1051 0.84 0.49 0.14
H 5.7218 1.9241 2.4411 -0.61 -0.03 0.10
H 5.2136 3.6154 1.5743 0.73 -2.50 0.95
H 6.2865 2.3957 0.6338 -1.12 0.10 3.06
H 2.5634 2.9232 -0.3402 9.49 8.87 0.93

57
Properties=species:S:1:pos:R:3:forces:R:3 method="wB97M-V/def2-TZVPD" charge=0 e_lumo_ev=0.04 spin_multiplicity=1 homo_lumo_gap_ev=6.88 e_above_lowest_kj_mol=2255.6
C -2.9424 -2.8745 1.8502 0.00 -0.49 -6.09
H -2.8307 -3.3258 2.7549 -0.18 -1.01 2.67
H -3.2638 -1.7864 1.7995 0.38 -1.57 0.37
H -3.5561 -3.5161 1.0851 -0.01 1.11 2.00
C -1.5481 -2.9818 1.0537 0.98 6.92 9.56
N -1.6280 -2.2237 -0.0383 1.93 5.41 -3.16
C -2.3059 -2.7180 -1.0037 4.09 9.62 -5.17
O -2.8302 -3.6287 -1.3675 -5.08 -9.25 -0.76
C -2.2639 -1.6506 -2.4928 3.37 3.47 10.79
H -3.1197 -1.1806 -2.4387 -4.60 2.42 0.19
H -2.1685 -2.0891 -3.2743 1.24 -6.17 -9.18
S -1.0123 -0.3244 -2.5584 3.97 -6.75 -5.85
C -1.6644 0.6276 -1.6106 -5.61 13.19 9.34
N -2.9370 0.9316 -1.1850 0.55 -10.36 -6.65
C -3.1358 1.9520 -0.5812 -1.56 9.04 9.36
C -4.3447 2.4609 0.2497 4.97 -6.17 -6.57
C -4.1099 3.4906 0.9127 -3.15 9.57 5.87
C -2.9501 4.2304 1.1065 5.11 2.24 -1.55
C -1.6544 3.8864 0.3930 -5.95 -2.04 2.31
C -1.9083 2.6628 -0.1639 0.45 -4.03 -5.89
N -1.0185 1.8543 -1.0797 -1.06 0.44 2.35
C 0.3379 2.0446 -0.8443 1.52 2.88 -5.41
H 0.7378 3.0376 -0.5421 -0.77 -0.58 0.01
H 0.7465 1.8964 -1.8572 0.45 1.25 -1.12
C 1.0256 0.9758 -0.3715 2.68 -12.81 13.12
O 0.3343 0.1394 0.4998 -0.20 2.87 -3.81
N 2.3667 0.4256 -0.1394 -1.37 8.73 -4.49
C 3.3354 1.6181 -0.8931 3.00 -11.13 0.91
H 2.6670 2.2800 -1.1307 -2.94 4.01 -1.65
C 3.9300 0.6755 -1.9877 -5.72 9.92 -5.60
H 4.5328 -0.0037 -1.7913 5.23 -6.23 2.70
H 4.4740 1.3718 -2.7713 -0.37 -1.06 1.50
H 3.1330 0.3655 -2.6722 -0.07 -0.60 0.47
C 4.3634 1.8803 0.0430 2.89 6.70 -1.48
H 5.0337 1.1668 0.4086 0.79 -1.08 0.09
H 5.0077 2.9573 -0.4328 -1.05 -3.46 0.89
H 3.9615 2.4865 0.7625 -1.01 0.86 2.90
C 2.8977 -0.5486 0.8214 1.90 -3.26 -14.60
C 2.6587 -0.4344 2.0803 -2.39 0.10 14.37
H 1.4991 -0.3559 2.3827 2.40 -0.88 -0.99
H 3.2227 -1.4077 2.7116 -1.88 2.75 -1.71
H 2.9762 0.5062 2.7010 0.22 -1.42 -1.58
C 2.2250 -1.9046 0.0100 1.34 4.38 -2.02
H 1.2195 -2.0893 0.2463 -1.38 0.36 -0.23
H 2.7446 -2.6514 0.3330 3.10 -4.94 2.57
H 2.5929 -1.9478 -1.1134 -1.46 0.85 2.04
H 4.0570 -0.6745 0.4083 -2.75 0.46 1.54
H -0.6764 4.1284 0.6301 1.51 1.43 0.38
H -2.8320 5.2812 1.5085 -1.11 -1.56 0.11
H -5.1501 4.1528 1.3733 3.09 -2.23 -1.11
H -5.1985 2.0508 -0.0542 -3.75 -1.45 -0.39
H -1.1048 -1.1847 -0.1609 -1.51 -3.41 0.71
C -0.7643 -4.1343 0.9997 -5.00 -4.28 6.90
H -0.8474 -4.7447 2.1787 0.46 2.13 -2.91
H 0.1751 -4.2012 0.8163 5.74 -0.08 -2.14
H -1.5099 -4.7156 0.6454 -0.98 -3.69 -2.78
H -0.9798 -2.2390 1.7904 -0.49 -1.11 -1.15

61
Properties=species:S:1:pos:R:3:forces:R:3 method="wB97M-V/def2-TZVPD" charge=0 e_lumo_ev=0.26 spin_multiplicity=1 homo_lumo_gap_ev=8.59
N 1.2782 -0.0786 -2.3959 -0.94 1.30 -0.76
C 0.6632 0.7705 -2.9057 0.66 -1.04 0.65
C -0.1386 1.7913 -3.5100 -0.01 0.21 0.08
C -0.5618 1.7956 -4.8175 -0.03 0.51 0.98
N -1.3268 2.9461 -4.9997 -0.11 -0.15 -0.80
C -1.3904 3.6685 -3.8312 -0.37 -0.12 -0.69
N -2.0150 4.8132 -3.6243 -0.53 -0.46 -1.45
C -1.9045 5.2695 -2.3978 0.44 0.26 -1.18
N -2.4847 6.4399 -2.1581 -0.78 1.79 0.31
N -1.2157 4.7706 -1.4040 0.97 -1.24 0.88
C -0.6137 3.6132 -1.6400 0.31 -0.16 1.71
N 0.0816 3.0333 -0.5898 0.93 -0.56 -0.07
C -0.4381 1.7862 0.0033 0.18 0.45 0.09
C -1.3352 2.0953 1.2012 0.31 0.40 -0.13
S -0.3984 2.9932 2.5033 -0.01 0.08 -0.24
C 0.2500 4.3858 1.4905 -0.19 -0.20 -0.23
C 0.9713 3.8671 0.2439 -0.87 -0.11 0.24
C -0.6738 3.0001 -2.8772 0.68 -1.63 -0.07
H -0.3375 1.0330 -5.5602 -0.32 0.54 0.00
H -1.7804 3.2410 -5.8603 0.26 -0.21 0.39
H -2.0478 6.9085 -1.3777 -0.35 0.31 -0.15
H -2.6408 6.9557 -3.0117 -0.18 0.29 0.33
H -1.0191 1.2175 -0.7296 0.14 0.23 -0.15
H 0.3996 1.1549 0.3159 0.01 0.09 -0.05
H -1.7352 1.1653 1.6143 0.15 0.17 0.25
H -2.1775 2.7118 0.8724 0.04 -0.04 0.08
H -0.5806 5.0305 1.1891 0.09 -0.13 0.04
H 0.9398 4.9857 2.0906 -0.13 -0.28 0.23
H 1.8404 3.2748 0.5488 -0.15 -0.13 -0.11
H 1.3470 4.7168 -0.3369 -0.23 -0.20 -0.11
C 2.5536 -5.2350 -1.8486 0.12 0.32 0.58
N 1.7180 -4.4087 -0.9793 -0.91 0.07 -0.68
C 2.1694 -3.7296 0.0834 0.77 -0.37 0.45
O 3.3522 -3.7661 0.3990 -0.33 0.32 0.17
C 1.1736 -2.8662 0.8992 -0.33 -0.09 0.40
C 1.3826 -2.9704 2.4300 -0.20 -0.25 -0.04
C 0.4618 -2.0757 3.2881 0.49 0.15 0.04
C 0.5146 -2.5061 4.7529 -0.08 -0.22 -0.39
C 0.8569 -0.6011 3.1988 -0.28 -0.43 -0.17
N -0.2510 -3.0583 0.5623 0.90 1.18 -0.50
C -0.9437 -4.1973 0.6286 -0.54 -1.47 0.34
C -2.4088 -4.1062 0.2725 0.04 0.04 0.01
O -0.4587 -5.2732 0.9424 0.31 0.14 0.10
H 3.3875 -4.6418 -2.2288 -0.04 -0.09 0.02
H 2.9562 -6.0748 -1.2786 0.04 0.00 -0.10
H 1.9676 -5.6137 -2.6864 -0.06 0.13 0.17
H 0.7244 -4.4021 -1.1374 0.15 -0.09 -0.05
H 1.4218 -1.8430 0.6169 -0.11 0.08 -0.22
H 1.2216 -4.0107 2.7162 0.03 -0.08 -0.01
H 2.4200 -2.7278 2.6644 0.06 -0.05 -0.12
H -0.5729 -2.1761 2.9613 -0.13 -0.09 -0.17
H 0.1893 -3.5432 4.8415 0.06 -0.04 0.17
H 1.5335 -2.4163 5.1312 0.01 -0.03 0.12
H -0.1484 -1.8799 5.3491 0.04 0.01 0.11
H 1.8802 -0.4671 3.5499 0.04 0.10 -0.02
H 0.1860 0.0003 3.8128 0.07 0.14 -0.04
H 0.7867 -0.2600 2.1687 0.09 0.28 -0.10
H -0.7584 -2.2389 0.2724 0.07 0.00 -0.02
H -2.9107 -3.4534 0.9845 -0.17 0.10 -0.07
H -2.8447 -5.1039 0.3225 0.10 0.16 0.01
H -2.5161 -3.7101 -0.7352 -0.18 0.12 -0.06